Entry 1:
This record from OMol25 describes a molecular structure, C33H31AlCl3N5O4S2. The level of theory is ωB97M-V/def2-TZVPD.

Last column: Mulliken charge in e.
Element x y z (Å)
O  3.19759  -1.57256  -2.82900  -0.74
C  -1.60952  -3.09911  -3.36968  -0.79
H  -3.64899  -3.66999  -3.79542  0.47
H  3.03800  -2.58779  2.79241  0.47
H  2.32690  -1.34440  -2.47334  0.57
C  1.03668  -2.94266  5.47940  0.69
C  1.19313  -4.71325  0.75618  -0.47
H  5.67116  -1.68816  -3.32742  0.48
C  -3.84756  -0.16302  1.76194  -0.95
H  -4.88865  -0.41386  1.61562  0.47
C  0.25055  0.74673  2.04612  -0.56
H  6.33038  -3.23312  2.98742  0.43
C  6.46299  -0.62639  -1.63262  -0.30
H  -1.67890  -0.11573  -4.81938  0.48
C  -0.04861  -3.20809  1.77056  -0.12
H  0.31755  -1.35422  6.73460  0.51
H  -4.22796  -1.10125  -4.17221  0.34
Cl  4.08176  -7.08034  0.87409  -0.22
C  -3.10440  -2.81158  -3.40527  -0.42
H  -1.22976  -3.44225  -4.33765  0.54
C  3.81806  -0.36121  -0.81258  0.19
C  -3.42887  0.59758  2.84259  -0.38
C  5.10188  -5.72510  1.16331  0.59
H  -1.71472  1.49952  3.81215  0.55
H  -3.47268  -2.62244  -2.39523  0.10
O  -1.10552  -1.21672  -1.60500  -0.04
C  -2.13132  -0.59652  -3.95283  -0.59
C  0.89181  -1.61606  5.85564  -0.89
C  5.45863  -1.16596  -2.40379  -0.76
S  6.24092  -5.22303  -0.00581  -0.18
Cl  1.37267  1.02462  5.56298  -0.18
H  -2.41432  0.17892  -3.24052  0.28
N  2.21012  0.30357  0.86307  -1.33
N  0.52486  -4.40233  1.92093  0.25
H  4.44041  -4.44329  4.24537  0.41
H  7.60165  -3.32695  0.69519  0.48
H  6.96951  0.49880  0.13908  0.46
H  0.65268  -6.21709  2.89599  0.39
C  0.60684  -5.16576  3.16803  -1.23
O  2.88213  -4.94125  2.95270  -0.01
H  -4.14533  0.95573  3.57121  0.46
C  1.79618  -3.31866  4.37230  -0.54
C  -1.19434  0.44354  2.03488  0.68
C  2.31381  -0.97882  4.00780  -1.32
C  4.12832  -1.03096  -2.01236  0.57
N  0.21693  -2.72183  0.56164  0.34
H  -1.25706  -3.77924  -2.59388  0.34
H  4.27226  -6.16851  3.86718  0.38
S  -0.81694  -1.51070  -3.10378  0.42
H  1.77881  -5.61437  0.66286  0.40
C  4.20845  -5.15995  3.45265  -1.09
Al  -0.08528  -0.98385  -0.12910  -0.91
C  1.53256  -0.64691  5.10244  0.45
C  -2.07911  0.90676  2.98327  -0.96
H  1.40148  -3.51211  -1.07276  0.76
H  -0.28625  -4.99409  3.76132  0.57
C  1.87968  -4.76388  3.90637  -0.70
C  4.86961  0.18183  -0.04604  -0.66
C  1.00150  -3.67036  -0.08343  -0.86
H  1.99938  -5.43728  4.76084  0.82
C  6.17416  0.05971  -0.44716  -0.91
H  -3.17104  -1.20596  -0.00406  0.43
C  6.12130  -3.94354  2.19674  -0.90
Cl  0.27428  -4.15008  6.46765  -0.17
N  0.88070  0.19230  1.08798  1.17
C  5.13103  -4.96385  2.29515  0.48
H  4.62388  0.71264  0.86378  0.45
H  0.70683  1.38826  2.79017  0.75
C  6.79537  -3.97014  1.01602  -0.39
H  2.83639  -0.21381  3.44533  0.79
C  -3.25976  -1.58167  -4.29756  -0.68
N  -1.60283  -0.31518  0.98424  0.28
H  -0.62895  -2.72365  2.54202  0.68
O  1.45802  -0.70182  -1.06758  -0.47
H  -3.17741  -1.87173  -5.34488  0.34
H  7.49088  -0.72786  -1.95865  0.47
C  2.46110  -0.25071  -0.32040  0.99
C  -2.90221  -0.60451  0.85467  0.12
C  2.43320  -2.31422  3.65001  0.40

Force components x, y, z for each atom (eV/Å):
0.1 0.0 0.0
0.0 0.0 0.0
0.0 0.0 0.0
0.0 0.0 0.0
-0.1 0.0 0.0
0.1 0.0 0.1
0.0 0.0 0.1
0.0 0.0 0.0
0.0 0.0 0.0
0.0 0.0 0.0
-0.2 -0.1 0.1
0.0 -0.1 0.0
0.0 0.0 0.0
0.0 0.0 0.0
0.1 -0.1 0.0
0.0 0.0 -0.1
0.0 0.0 0.0
0.0 0.0 0.0
0.0 0.0 0.0
0.0 0.0 0.0
0.0 0.0 0.1
0.0 0.0 0.0
0.0 0.0 0.1
0.0 0.0 0.0
0.0 0.0 0.0
-0.4 0.1 0.3
0.0 0.0 0.0
0.0 0.0 0.0
0.0 0.0 0.0
0.1 0.0 -0.1
0.0 -0.1 -0.1
0.0 0.0 0.0
0.0 -0.1 -0.2
-0.2 0.0 0.0
0.0 0.0 0.0
-0.1 0.0 0.0
0.0 0.0 0.0
0.0 0.0 0.0
-0.2 -0.1 -0.2
0.3 0.0 0.0
0.0 0.0 0.0
0.0 0.0 0.0
0.1 0.0 -0.1
0.1 0.0 0.0
-0.1 -0.1 -0.1
-0.1 0.0 0.0
0.0 0.0 0.0
0.0 -0.1 0.0
0.2 0.0 -0.2
-0.1 0.1 0.0
0.0 0.1 -0.1
0.1 0.2 -0.4
0.0 0.2 0.0
-0.1 0.0 0.1
0.0 0.0 0.1
-0.1 0.1 0.0
0.0 0.1 0.1
0.0 0.0 0.0
0.1 0.0 0.0
0.0 0.0 0.0
0.0 0.0 0.0
0.0 0.0 0.0
0.0 0.0 0.1
0.0 0.0 -0.1
0.1 0.0 -0.1
0.1 0.0 0.0
0.0 0.0 0.0
0.0 0.0 0.0
0.0 0.1 0.0
-0.1 0.0 0.0
0.0 0.0 0.0
0.0 0.0 0.2
0.0 0.0 -0.1
0.2 -0.1 0.2
0.0 0.0 0.0
0.0 0.0 0.0
-0.2 0.2 0.0
0.1 0.0 0.0
0.0 0.0 0.0

Computed properties:
Net charge ... +2
HOMO energy ... -12.765 eV
Gap between HOMO and LUMO ... 6.2 eV
E_LUMO ... -6.54 eV
ΔE to the lowest compared entry with this formula, charge and spin ... 9.9 kJ/mol

---

Entry 2:
This record from OMol25 describes a gas-phase ion, C42H52N3O2 (charge +1) in a non-equilibrium geometry. The level of theory is ωB97M-V/def2-TZVPD.

Last column: Mulliken charge in e.
Element x y z (Å)
C  0.48206  -1.13212  3.58516  -0.36
H  3.59041  -2.80461  -3.01261  0.42
C  -5.15722  -4.51154  -2.51836  0.68
H  -2.70745  2.33022  -2.62196  0.39
H  3.73139  -0.44329  1.84210  0.13
C  0.42983  -0.35010  1.19945  0.65
H  -2.19914  3.63537  1.91788  0.43
O  -3.23445  -0.15175  -1.09156  -0.17
H  -0.99418  -2.42455  -0.29362  0.48
C  -0.29472  3.59782  -2.74922  -1.81
H  0.42011  -1.68553  5.66665  0.44
C  -3.68834  0.82420  -0.14049  -0.72
H  5.18453  -1.54558  3.43785  0.44
H  0.68061  3.89714  -2.35168  0.39
C  -1.90519  1.72726  -3.07160  -1.54
O  -5.95786  -5.54540  -2.90077  -0.42
H  5.13358  -0.50740  -0.48371  0.38
H  -1.93453  1.88678  -4.15811  0.36
H  -2.68347  -4.06518  -0.21722  0.36
C  2.36132  2.86279  4.67922  -1.57
H  5.17704  -0.16413  4.52376  0.38
H  1.19492  3.23811  0.25025  0.16
H  -2.81098  1.40661  0.20782  0.09
C  0.90065  1.29717  -4.42631  -0.37
H  -4.33540  1.52990  -0.68355  0.33
C  -1.57463  -1.34675  4.85287  -0.53
H  2.91845  -1.42636  -0.95276  -0.02
H  -0.31247  3.82467  -3.82217  0.37
H  4.20306  1.74768  4.78221  0.38
C  3.47137  -0.97770  -1.78898  1.20
C  -0.17247  -1.40540  4.79009  -0.80
H  5.11724  0.39549  -2.01698  0.42
H  -2.07531  -1.54154  5.80824  0.40
N  1.81850  0.95233  0.00430  -0.76
H  -2.14979  0.67407  -2.89201  0.24
H  -0.54835  1.92247  -1.42901  -1.62
H  -0.37288  4.05233  0.06330  0.37
H  2.57385  3.44237  5.57907  0.40
H  4.98823  -1.71091  -3.16047  0.37
H  -1.07747  4.19219  -2.25923  0.45
C  0.59177  1.22932  -3.06814  0.49
C  -1.16341  -1.31781  -0.58253  -1.07
C  -1.35129  3.47548  2.59279  -2.12
C  4.57316  -0.71330  3.79492  -1.61
H  -3.16221  -1.53948  0.61983  0.52
C  -2.78600  -1.37615  -0.49058  0.47
H  0.80429  4.64312  1.26158  0.42
H  3.97054  0.83244  -0.72546  0.12
C  0.38670  3.74354  0.78996  -1.36
H  1.56260  -1.22543  3.48399  0.46
H  -4.49794  -1.16748  -2.85607  0.35
C  -1.66250  -0.73023  2.51214  0.84
C  4.24477  -2.11866  -2.46442  -1.96
C  -0.53701  2.10563  -2.51116  3.01
C  -0.18690  2.82502  1.85583  3.49
C  4.13609  0.18854  2.64160  0.85
H  2.25818  0.70560  -5.96958  0.36
C  -3.51004  -2.46898  -1.34956  -0.44
C  -0.24593  -0.78389  2.42005  -1.08
H  -3.42788  -0.94295  3.77301  0.47
C  1.85023  1.38131  2.39973  -0.76
C  -4.46440  -2.16378  -2.36917  -0.33
C  1.20092  3.10163  3.95008  -0.82
H  0.48948  3.85547  4.29438  0.32
C  -5.28077  -3.16143  -2.91771  -0.53
H  -0.58173  1.92959  1.36244  -1.66
C  0.94733  2.38831  2.78364  0.38
C  -4.27738  -4.76909  -1.46459  -0.84
C  2.79640  -0.15720  -4.06786  -0.63
C  1.97543  0.57544  -4.92789  -1.42
H  -6.50493  -4.97248  -4.84181  0.33
H  -2.25623  -0.47818  1.62376  -0.30
H  0.29221  1.94773  -5.06867  0.38
H  3.72424  -1.14452  4.32849  0.33
H  -1.06518  4.44962  3.00130  0.50
H  -7.12299  -6.53490  -4.16063  0.25
C  0.00328  -0.46116  -0.07186  1.54
H  -6.04002  -2.91557  -3.67302  0.35
C  -3.44204  -3.80262  -0.94074  -0.53
H  6.08498  0.24599  1.65934  0.45
H  3.69510  -0.63924  -4.46393  0.30
H  -1.70278  2.84201  3.41259  0.45
H  4.79352  -2.70994  -1.71761  0.46
C  1.30039  0.33405  -2.24263  -0.67
H  5.08686  1.66465  1.34252  0.32
H  -4.22823  -5.78970  -1.15289  0.42
N  1.49702  0.55052  1.25845  1.82
C  3.04996  1.16602  3.08670  0.34
C  5.36091  0.93437  2.10801  -1.66
C  -2.33016  -0.98998  3.72000  -1.27
C  -6.92337  -5.47634  -3.96524  -0.79
C  2.48865  -0.25339  -2.71509  0.13
C  4.48529  -0.00167  -1.21143  -1.18
H  5.87172  1.47293  2.91416  0.42
N  1.00262  0.24481  -0.82520  1.94
H  -1.17861  -1.07092  -1.65370  -0.07
C  3.28373  1.92858  4.22808  -0.27
H  -4.24338  0.37602  0.72043  0.38
H  -7.82592  -4.95839  -3.61850  0.31

Force components x, y, z for each atom (eV/Å):
-0.4 0.0 -0.6
0.1 0.1 0.1
-0.9 1.3 0.7
0.3 -0.1 -0.1
0.0 0.1 0.0
0.3 1.4 1.9
0.2 0.0 0.0
-0.7 -0.1 1.9
0.7 1.6 -1.0
0.3 0.0 0.0
-0.3 0.1 -0.3
0.3 0.2 -0.3
0.0 0.1 -0.1
-0.1 0.1 -0.1
-0.2 -0.4 -0.4
0.6 0.2 0.0
-0.1 0.1 -0.2
0.0 0.1 0.2
-0.2 -0.2 0.3
0.2 0.0 0.0
-0.1 -0.1 -0.1
-0.1 0.3 0.0
-0.4 -0.2 0.2
0.0 0.0 0.2
0.1 -0.4 0.2
0.0 0.3 -0.1
-0.1 0.1 -0.1
0.0 0.0 0.2
-0.2 0.2 -0.1
-0.1 -0.5 0.0
-0.1 0.0 -0.5
-0.1 0.0 0.2
0.2 0.0 -0.5
-1.5 -2.2 0.4
0.1 0.3 -0.1
-0.1 0.2 -0.1
0.1 -0.1 0.2
-0.1 -0.2 -0.2
-0.1 -0.2 0.1
0.2 -0.1 -0.1
-1.0 -0.1 0.4
-0.2 -2.2 -1.2
-0.2 0.0 0.1
0.0 -0.3 0.2
0.6 0.5 -2.3
-0.9 1.3 0.7
-0.1 -0.1 -0.1
0.4 -0.1 -0.1
0.3 0.3 -0.2
-0.2 0.1 0.3
-0.1 -0.7 0.9
0.2 0.1 0.0
0.0 -0.1 -0.1
0.0 -0.3 0.2
-0.2 -0.6 0.4
-0.2 -0.1 0.1
-0.1 -0.3 0.1
-0.2 0.0 -0.1
-0.9 -0.2 1.6
0.6 0.0 -0.1
0.6 0.2 0.5
0.9 0.1 -0.1
0.1 0.0 0.1
0.3 -0.3 -0.2
-0.1 -0.6 -0.4
0.0 0.0 0.0
-0.3 0.1 -0.4
0.3 -0.4 -0.8
-0.3 0.3 -0.3
0.3 0.4 0.1
-0.1 -0.1 0.0
0.6 0.2 0.8
0.4 -0.3 0.2
0.0 0.0 0.0
-0.1 -0.1 -0.1
-0.2 0.4 -0.2
0.2 -0.2 -1.1
0.5 0.1 0.3
0.0 0.5 -0.3
-0.1 0.0 0.1
-0.4 0.2 0.2
0.0 0.1 0.0
-0.2 0.3 -0.1
0.5 1.0 -0.9
0.0 0.0 0.0
0.2 -0.5 0.4
-0.9 0.1 -2.6
0.1 -0.2 -0.2
0.1 0.3 -0.3
0.7 -0.3 0.0
0.6 0.2 0.6
0.3 -0.9 0.4
0.1 0.4 0.1
-0.1 -0.1 -0.1
-0.3 0.9 2.4
0.7 -1.1 -0.1
-0.1 0.1 0.2
0.4 0.3 -0.7
0.1 -0.1 -0.1

Computed properties:
Net charge ... +1
HOMO energy ... -10.386 eV
Gap between HOMO and LUMO ... 7.2 eV
E_LUMO ... -3.15 eV

---

Entry 3:
This record from OMol25 describes 8 unconnected molecules or ions with the total composition C4H22N2O9 in a non-equilibrium geometry. The level of theory is ωB97M-V/def2-TZVPD.

Last column: Mulliken charge in e.
Element x y z (Å)
H  -1.07431  -0.54133  -2.21887  0.10
H  0.10882  -1.36839  3.30289  0.32
H  2.82406  0.27831  -0.55403  0.38
H  -2.11116  -1.98431  -0.97420  0.35
O  -0.45100  -1.81152  3.95018  -0.64
N  -0.43470  -0.16715  -2.89986  -0.16
H  -4.39083  -1.28866  0.71675  0.32
H  -0.99387  -1.53186  1.06357  0.26
O  4.42580  0.81762  -1.38192  -0.72
C  0.88045  0.91705  -1.02468  0.35
H  3.86965  0.86930  -2.18036  0.35
H  -0.48636  1.67679  4.78908  0.30
H  -0.01904  -2.60635  4.28666  0.31
O  -1.75477  -1.79986  1.59618  -0.65
O  -1.30192  2.08101  4.48792  -0.63
H  -1.47246  -2.49599  2.19305  0.26
O  -4.18426  -0.34787  0.88473  -0.62
C  0.60149  0.60663  -2.54550  0.39
H  -3.44259  -0.62691  1.45308  0.28
C  1.45619  -1.30764  -0.15293  -0.35
N  1.85700  -0.09939  -0.64574  -0.03
H  2.16911  -2.01189  0.17559  0.61
H  2.06248  2.61354  -2.62342  0.38
H  1.24478  1.94235  -1.04675  0.47
H  4.61913  1.72939  -1.13428  0.32
O  2.48866  3.05255  -1.86961  -0.64
H  2.15589  3.95668  -1.80909  0.27
H  -0.52852  -0.42869  -3.86761  0.25
O  1.45612  0.95453  -3.34904  -0.75
H  -1.03790  0.30220  -0.13580  0.13
O  -2.71226  -2.08488  -1.72260  -0.66
H  -3.13572  -2.94345  -1.67408  0.28
H  -0.87539  1.96729  -0.17136  0.35
C  -0.24375  1.06097  -0.01653  -1.36
H  0.07838  1.00509  1.01668  0.40
O  0.33610  -1.79414  -0.33030  -0.57
H  -1.98330  1.40898  4.41220  0.32

Force components x, y, z for each atom (eV/Å):
0.0 -0.1 -0.2
0.1 -0.3 0.2
-0.6 -1.0 0.1
-0.2 -0.5 0.2
-0.2 -0.1 0.4
0.1 0.5 0.4
-0.7 0.7 -0.7
0.1 -0.4 -0.1
-0.1 -0.1 -0.1
-1.4 0.0 -0.6
0.3 0.2 0.3
-0.2 -0.3 0.1
0.3 0.4 -0.2
-0.6 0.3 -0.4
0.0 0.6 -0.2
0.2 0.1 0.1
0.5 -1.6 0.6
-0.3 -0.7 1.0
0.4 1.0 0.1
-0.8 0.6 -2.5
0.5 0.3 1.5
1.7 -0.2 0.9
0.0 -0.1 -0.2
1.0 -0.9 0.1
-0.2 0.0 -0.2
0.5 0.9 0.1
0.1 -0.2 -0.2
0.0 0.0 0.1
0.3 0.6 -0.3
0.5 -0.1 0.2
0.1 0.5 -0.3
0.2 -0.1 0.2
1.0 -0.2 0.1
-2.6 -0.5 -0.8
0.3 0.2 0.1
-0.3 0.7 0.6
0.2 -0.3 0.1

Computed properties:
Net charge ... 0
HOMO energy ... -9.926 eV
Gap between HOMO and LUMO ... 10.0 eV
E_LUMO ... 0.08 eV
ΔE to the lowest compared entry with this formula, charge and spin ... 148.1 kJ/mol
SMILES ... C[C@@H](NC=O)C(N)=O.O.O.O.O.O.O.O